C20H62N16O12 | the ωB97M-V functional and the def2-TZVPD basis

Cartesian coordinates (Å):
C 10.49 1.58 0.78
O 9.20 0.98 0.73
C 8.29 1.61 1.61
C 7.14 0.70 1.95
N 6.03 0.74 0.99
C 4.74 0.90 1.62
C 3.61 0.42 0.69
O 3.78 -0.90 0.22
C 3.67 -1.88 1.25
H 10.55 2.66 0.75
H 11.17 1.08 0.09
H 10.92 1.22 1.73
H 7.83 2.47 1.12
H 8.77 1.98 2.53
H 6.79 1.04 2.93
H 7.54 -0.31 2.04
H 6.11 -0.08 0.39
H 4.59 1.96 1.85
H 4.65 0.41 2.60
H 3.72 1.11 -0.15
H 2.69 0.73 1.20
H 4.56 -1.78 1.87
H 3.75 -2.87 0.78
H 2.68 -1.87 1.71
C -6.16 -2.12 -1.56
O -5.53 -0.90 -1.24
C -4.20 -0.81 -1.76
C -3.68 0.55 -1.48
N -3.55 0.76 0.00
C -3.79 2.09 0.52
C -5.23 2.64 0.49
O -6.00 1.84 1.34
C -7.39 2.18 1.37
H -7.24 -2.02 -1.44
H -5.79 -2.87 -0.85
H -5.91 -2.54 -2.54
H -4.21 -1.03 -2.83
H -3.52 -1.61 -1.43
H -4.48 1.19 -1.85
H -2.71 0.73 -1.94
H -4.37 0.20 0.25
H -3.23 2.78 -0.12
H -3.47 2.07 1.57
H -5.55 2.79 -0.54
H -5.03 3.64 0.91
H -7.93 1.28 1.62
H -7.72 2.64 0.44
H -7.50 3.00 2.08
N -0.77 2.86 2.27
C 0.32 3.44 1.72
N 1.14 4.07 2.60
O 0.44 3.57 0.49
H -1.43 2.51 1.60
H -0.88 2.73 3.26
H 1.92 4.62 2.32
H 0.80 4.15 3.54
N -2.32 -4.15 0.59
C -3.62 -4.42 0.78
N -3.92 -5.75 0.78
O -4.50 -3.60 1.02
H -2.00 -3.19 0.45
H -1.59 -4.79 0.30
H -3.30 -6.50 0.54
H -4.92 -5.87 0.71
N -1.28 -1.53 4.41
C -2.59 -1.12 4.17
N -2.82 -0.94 2.85
O -3.42 -0.98 5.06
H -0.89 -1.82 3.53
H -1.10 -1.95 5.30
H -2.18 -0.84 2.08
H -3.76 -0.59 2.71
N -0.96 3.27 -2.11
C -1.26 4.49 -2.67
N -0.95 5.52 -1.84
O -1.74 4.56 -3.79
H -0.39 3.25 -1.28
H -0.88 2.56 -2.81
H -0.62 5.25 -0.93
H -0.99 6.48 -2.12
N 3.50 -4.53 -1.47
C 2.14 -4.59 -1.34
N 1.51 -4.68 -2.54
O 1.58 -4.68 -0.25
H 3.87 -4.35 -2.39
H 4.09 -4.82 -0.72
H 2.00 -4.48 -3.39
H 0.50 -4.57 -2.54
N -0.66 0.52 -0.29
C -0.48 -0.83 -0.28
N 0.82 -1.17 -0.48
O -1.31 -1.72 -0.06
H -1.60 0.86 -0.10
H 0.03 1.15 -0.64
H 1.07 -2.14 -0.34
H 1.64 -0.59 -0.58
N -1.48 -3.99 -2.63
C -1.51 -3.00 -3.61
N -1.55 -1.77 -3.05
O -1.37 -3.29 -4.79
H -1.82 -4.84 -3.07
H -1.77 -3.75 -1.70
H -1.32 -1.00 -3.65
H -1.77 -1.85 -2.08
C 2.52 3.11 -2.49
O 3.06 3.94 -3.49
H 3.13 2.26 -2.18
H 2.51 3.64 -1.53
H 1.50 2.73 -2.62
H 2.53 4.73 -3.54

**Gap between HOMO and LUMO**: 9.2 eV
**Structure (SMILES)**: COCCNCCOC.COCCNCCOC.NC(N)=O.NC(N)=O.NC(N)=O.NC(N)=O.NC(N)=O.NC(N)=O.NC(N)=O.CO
**Molecular weight**: 718.8 g/mol
**Spin multiplicity**: 1
**LUMO energy**: 0.05 eV
**F_max**: 0.04889 Eh/bohr
**Energy**: -70160.45260 eV
**Relative energy (zero: lowest compared OMol25 entry of this formula, charge and spin)**: 33.4 kcal per mole
**Total charge**: 0